{"formula": "C28H38N3O4S2Si2V", "method": "wB97M-V/def2-TZVPD", "symbols": ["V", "C", "C", "N", "C", "C", "N", "C", "O", "O", "C", "O", "O", "H", "H", "H", "H", "H", "S", "C", "C", "C", "C", "C", "C", "N", "C", "C", "C", "C", "C", "C", "C", "H", "H", "H", "H", "H", "H", "H", "H", "C", "S", "C", "H", "H", "H", "H", "H", "H", "C", "Si", "C", "C", "C", "Si", "C", "C", "C", "H", "H", "H", "H", "H", "H", "H", "H", "H", "H", "H", "H", "H", "H", "H", "H", "H", "H", "H"], "coordinates": [[-0.0421, 0.3692, -0.2627], [-1.9002, 0.4227, 4.1942], [-0.4986, 0.5736, 3.7426], [-0.0663, 0.7121, 2.5058], [1.2900, 0.8692, 2.5910], [1.6901, 0.8070, 3.9131], [0.5347, 0.6180, 4.6121], [2.9817, 0.8462, 4.6616], [4.0815, 1.0261, 3.9689], [2.9524, 0.7036, 5.8569], [2.0771, 1.1083, 1.3696], [3.2804, 1.3330, 1.4164], [1.3616, 1.0514, 0.3134], [-2.5243, 0.0618, 3.3813], [-2.2903, 1.3852, 4.5311], [-1.9510, -0.2725, 5.0301], [0.5257, 0.5366, 5.6196], [3.9459, 1.1689, 2.9961], [-1.3535, 0.5057, -4.3429], [0.3892, 0.6298, -4.4103], [1.2118, 0.6909, -5.5242], [2.5723, 0.8411, -5.3175], [3.0971, 0.9704, -4.0302], [2.2808, 0.9131, -2.9188], [0.9135, 0.7082, -3.1055], [-0.0427, 0.6416, -2.1273], [-1.2749, 0.6119, -2.6160], [-2.3454, 0.8798, -1.6970], [-3.6806, 1.0980, -2.0526], [-4.5603, 1.5497, -1.0893], [-4.1176, 1.7861, 0.2069], [-2.7956, 1.5468, 0.5623], [-1.8951, 1.0653, -0.3695], [0.7925, 0.6411, -6.5165], [3.2373, 0.8820, -6.1665], [4.1567, 1.1276, -3.8984], [2.6681, 1.0498, -1.9183], [-4.0079, 0.9432, -3.0713], [-5.5924, 1.7324, -1.3481], [-4.8113, 2.1616, 0.9440], [-2.4720, 1.7434, 1.5782], [-0.6881, 4.9200, -1.2457], [0.2014, 3.6907, -0.2528], [0.7595, 4.7792, 1.0882], [-1.4111, 5.4337, -0.6202], [-1.1973, 4.3835, -2.0391], [0.0216, 5.6259, -1.6665], [1.4859, 5.4861, 0.6978], [1.2224, 4.1565, 1.8469], [-0.0955, 5.3032, 1.5053], [3.1199, -1.4178, -0.7378], [1.6613, -2.4911, -0.1208], [1.7244, -3.9315, -1.3717], [2.1434, -3.0596, 1.6414], [-0.0591, -1.6033, 0.0968], [-1.6091, -2.7650, -0.0306], [-1.5160, -4.2164, -1.2651], [-1.7584, -3.4533, 1.7529], [-3.2890, -1.9388, -0.4314], [4.0379, -1.9717, -0.5611], [3.2354, -0.4684, -0.2293], [3.0564, -1.2409, -1.8072], [2.7651, -4.1496, -1.5909], [1.2458, -3.6935, -2.3157], [1.2817, -4.8425, -0.9923], [3.1319, -3.5066, 1.6294], [1.4600, -3.7941, 2.0540], [2.1775, -2.2189, 2.3313], [-0.0593, -1.3104, 1.1604], [-0.9256, -5.0369, -0.8760], [-1.1021, -3.9364, -2.2270], [-2.5163, -4.5982, -1.4456], [-0.9481, -4.1357, 1.9871], [-2.6881, -3.9988, 1.8760], [-1.7408, -2.6619, 2.4979], [-3.3406, -1.5840, -1.4561], [-3.5319, -1.1112, 0.2264], [-4.0708, -2.6838, -0.3185]], "mulliken_spin": [1.16, 0.00, 0.00, 0.02, 0.00, 0.00, 0.00, 0.00, 0.00, 0.00, 0.00, 0.00, -0.05, 0.00, 0.00, 0.00, 0.00, 0.00, 0.01, -0.01, 0.00, 0.00, 0.00, -0.01, 0.03, -0.05, -0.01, -0.04, 0.02, 0.00, 0.00, -0.02, -0.03, 0.00, 0.00, 0.00, 0.02, 0.00, 0.00, 0.00, 0.01, 0.00, 0.00, 0.00, 0.00, 0.00, 0.00, 0.00, 0.00, 0.00, 0.01, 0.00, 0.00, 0.00, -0.03, 0.01, 0.00, 0.00, 0.00, 0.00, 0.00, 0.00, 0.00, 0.00, 0.00, 0.00, 0.00, 0.00, -0.03, 0.00, 0.00, 0.00, 0.00, 0.00, 0.00, 0.00, 0.00, 0.00], "e_lumo_ev": [-4.039, -4.132], "e_homo_ev": [-11.1, -11.1], "e_tot_ha": -3874.2624, "spin_multiplicity": 2, "total_charge": 1, "orbital_gap_ev": [7.1, 7.0]}

***

{"formula": "C28H38N4OP2Pt", "method": "wB97M-V/def2-TZVPD", "symbols": ["Pt", "C", "C", "C", "C", "C", "C", "C", "C", "C", "H", "H", "H", "H", "H", "H", "H", "H", "H", "H", "H", "H", "H", "H", "H", "P", "P", "N", "N", "N", "N", "C", "C", "C", "C", "C", "C", "C", "C", "C", "C", "C", "C", "C", "C", "C", "C", "C", "C", "H", "H", "H", "H", "H", "H", "H", "H", "H", "H", "H", "H", "H", "H", "H", "H", "H", "H", "H", "H", "C", "O", "H", "H", "H"], "coordinates": [[0.0655, -0.9735, 1.3637], [1.8194, -2.0512, 0.7625], [0.7495, -2.1745, -0.1795], [-0.0814, -3.4204, -0.2776], [-0.7151, -3.8604, 1.0836], [-0.9270, -2.7273, 2.0688], [0.0369, -2.2144, 2.9949], [1.4453, -2.7628, 3.1719], [2.1230, -3.0999, 1.8442], [-0.2276, 1.1895, 1.5985], [2.6902, -1.4949, 0.3789], [0.8340, -1.5577, -1.0924], [0.5233, -4.2339, -0.7176], [-0.9016, -3.2516, -0.9882], [-1.7280, -4.2352, 0.8480], [-0.1635, -4.7172, 1.5133], [-1.9743, -2.5376, 2.3279], [-0.3653, -1.6635, 3.8533], [1.4268, -3.6179, 3.8503], [2.0390, -2.0043, 3.7092], [3.2158, -3.1428, 1.9867], [1.8378, -4.0989, 1.4929], [0.7326, 1.1315, 2.1428], [-0.9708, 1.4674, 2.3567], [-0.0630, 1.9536, 0.8446], [-1.9096, 0.3248, 0.3103], [1.5758, 0.7939, -1.8799], [-3.2009, -0.3491, 1.7586], [-3.0745, 1.6121, -0.1557], [3.2510, 0.2289, -1.4850], [1.8713, 1.9861, -3.0302], [-1.4737, -0.2463, -1.4122], [-0.2220, 0.2711, -2.2491], [-2.8177, -0.2429, 3.0895], [-3.8796, -0.5772, 3.9342], [-4.9706, -0.8924, 3.0995], [-4.5445, -0.6907, 1.7804], [-3.2579, 2.8000, 0.5654], [-4.5662, 3.2172, 0.4278], [-5.2409, 2.2677, -0.4061], [-4.3175, 1.2954, -0.7463], [4.0287, 0.3316, -0.3085], [5.2263, -0.3365, -0.4927], [5.2180, -0.8870, -1.8108], [4.0017, -0.5171, -2.3966], [2.7058, 1.9750, -4.1604], [2.4721, 3.1403, -4.8803], [1.4587, 3.8913, -4.1806], [1.1078, 3.1741, -3.0610], [-2.3846, 0.0451, -1.9715], [-1.4635, -1.3501, -1.3909], [-0.0677, -0.4922, -3.0346], [-0.5793, 1.1881, -2.7453], [-1.8104, 0.0248, 3.3741], [-3.8377, -0.5804, 5.0163], [-5.9437, -1.2486, 3.4141], [-5.1108, -0.8064, 0.8629], [-2.4031, 3.2675, 1.0292], [-5.0225, 4.0955, 0.8589], [-6.2768, 2.2854, -0.7103], [-4.3900, 0.4686, -1.4368], [3.6889, 0.8565, 0.5706], [6.0266, -0.4344, 0.2396], [5.9851, -1.4975, -2.2570], [3.6028, -0.6939, -3.3672], [3.3879, 1.1575, -4.3437], [2.9650, 3.4656, -5.7814], [1.0845, 4.8702, -4.4559], [0.3839, 3.3680, -2.2777], [2.3050, 2.7496, -0.1744], [1.5513, 1.5711, -0.4990], [1.6068, 3.5814, -0.1445], [3.1184, 3.0356, -0.8412], [2.7212, 2.6009, 0.8183]], "mulliken_spin": [0.59, 0.15, 0.10, 0.03, 0.04, 0.03, 0.17, 0.00, 0.03, 0.58, -0.01, 0.02, 0.00, 0.00, 0.00, 0.01, 0.02, 0.02, 0.01, 0.00, 0.00, 0.00, 0.02, 0.02, -0.06, 0.81, -0.02, 0.07, 0.05, 0.00, 0.01, 0.25, 0.06, 0.31, 0.06, 0.20, 0.35, 0.01, 0.01, 0.01, 0.04, 0.02, 0.00, 0.00, 0.00, 0.00, 0.00, 0.00, 0.00, -0.01, -0.08, 0.00, 0.00, 0.11, 0.00, 0.01, 0.02, 0.00, 0.00, 0.00, 0.00, -0.01, 0.00, 0.00, 0.00, 0.00, 0.00, 0.00, 0.00, 0.00, -0.01, 0.00, 0.00, 0.00], "e_lumo_ev": [-7.053, -8.233], "e_homo_ev": [-11.7, -13.4], "e_tot_ha": -2185.1017, "spin_multiplicity": 5, "total_charge": 2, "orbital_gap_ev": [4.7, 5.2]}

***

{"formula": "C28H38N5O6SSn", "method": "wB97M-V/def2-TZVPD", "symbols": ["Sn", "C", "C", "C", "C", "C", "N", "C", "C", "C", "N", "C", "C", "C", "C", "C", "C", "C", "C", "N", "C", "C", "C", "N", "C", "C", "C", "C", "O", "C", "O", "H", "H", "H", "H", "H", "H", "H", "H", "H", "H", "H", "H", "H", "H", "H", "H", "H", "H", "H", "H", "H", "H", "H", "H", "H", "H", "H", "H", "C", "N", "C", "C", "O", "H", "H", "H", "H", "H", "H", "H", "C", "S", "O", "O", "O", "H", "H", "H"], "coordinates": [[-1.5754, 1.6213, 0.7122], [-1.4893, -5.1092, -1.2802], [-1.5984, -3.6146, -1.1591], [-1.2929, -2.7764, -2.2065], [-1.4808, -1.3791, -2.1180], [-1.4381, -0.4894, -3.2387], [-0.6586, -0.5101, -4.2816], [0.5897, -1.2720, -4.5001], [1.7226, -0.8190, -3.5651], [2.4779, 0.4428, -4.0167], [1.7920, 1.6865, -3.6057], [1.5435, 2.1326, -2.4118], [2.0672, 1.7161, -1.1449], [3.3877, 1.2759, -0.9140], [3.9058, 1.1605, 0.3610], [5.3383, 0.7823, 0.6076], [3.0562, 1.4771, 1.4359], [1.7355, 1.8550, 1.2598], [0.8990, 2.0300, 2.4350], [-0.3832, 2.0079, 2.4873], [-1.0713, 2.1049, 3.7882], [-1.7562, 0.7979, 4.1611], [-2.9231, 0.4231, 3.2544], [-2.4725, 0.0500, 1.9008], [-2.6365, -1.1471, 1.4694], [-2.2341, -1.6533, 0.1675], [-2.0835, -3.0259, 0.0167], [-1.9375, -0.8087, -0.9141], [-2.0940, 0.4865, -0.8663], [1.2245, 1.9737, -0.0468], [-0.0012, 2.3662, -0.2698], [-0.8948, -5.3969, -2.1453], [-2.4776, -5.5570, -1.3920], [-1.0312, -5.5459, -0.3931], [-0.9900, -3.2215, -3.1457], [-2.1699, 0.3143, -3.2357], [-0.9076, 0.1355, -5.0206], [0.8564, -1.1033, -5.5425], [0.3942, -2.3346, -4.3972], [2.4366, -1.6355, -3.4646], [1.3090, -0.6486, -2.5668], [2.5359, 0.4906, -5.1034], [3.5015, 0.4464, -3.6527], [1.4081, 2.2402, -4.3615], [0.8377, 2.9587, -2.3793], [4.0536, 1.1111, -1.7521], [5.8158, 0.4208, -0.3011], [5.4176, 0.0022, 1.3649], [5.9082, 1.6422, 0.9621], [3.4509, 1.4102, 2.4455], [1.4279, 2.1529, 3.3811], [-1.7991, 2.9137, 3.7117], [-0.3318, 2.3836, 4.5394], [-2.1401, 0.9007, 5.1764], [-1.0253, -0.0145, 4.1757], [-3.5953, 1.2754, 3.1357], [-3.5012, -0.4017, 3.6736], [-3.1083, -1.8669, 2.1414], [-2.3456, -3.6717, 0.8495], [0.8594, -1.8094, 3.0449], [1.3620, -2.0938, 1.7071], [2.2378, -3.2491, 1.4773], [0.9648, -1.3547, 0.6841], [0.1831, -0.3991, 0.7419], [1.4729, -2.3242, 3.7779], [-0.1744, -2.1425, 3.1608], [0.9045, -0.7375, 3.2329], [2.6214, -3.5968, 2.4314], [3.0857, -2.9665, 0.8555], [1.6979, -4.0700, 1.0061], [1.4112, -1.6626, -0.2715], [-4.4953, 4.7638, 0.2886], [-3.1858, 3.6774, 0.6742], [-3.6893, 2.3110, 1.0383], [-2.3667, 4.1473, 1.7764], [-2.3209, 3.3952, -0.5123], [-5.1530, 4.7994, 1.1549], [-5.0143, 4.3865, -0.5893], [-4.0503, 5.7392, 0.1004]], "lowdin_charge": [1.37, -0.02, -0.23, 0.06, -0.10, 0.05, 0.11, -0.10, -0.12, -0.10, 0.11, 0.05, -0.10, 0.06, -0.23, -0.02, 0.07, -0.12, -0.01, -0.02, -0.15, -0.13, -0.15, -0.04, -0.01, -0.12, 0.07, -0.29, -0.11, -0.29, -0.12, 0.09, 0.10, 0.09, 0.13, 0.17, 0.17, 0.14, 0.12, 0.13, 0.10, 0.14, 0.12, 0.17, 0.17, 0.12, 0.09, 0.09, 0.10, 0.15, 0.16, 0.12, 0.14, 0.14, 0.10, 0.12, 0.14, 0.16, 0.15, 0.00, -0.14, 0.00, -0.28, -0.06, 0.10, 0.10, 0.07, 0.10, 0.10, 0.10, 0.15, -0.08, 0.50, -0.34, -0.28, -0.32, 0.10, 0.10, 0.10], "e_lumo_ev": -9.164, "e_homo_ev": -16.4, "e_tot_ha": -2426.6214, "spin_multiplicity": 1, "total_charge": 3, "orbital_gap_ev": 7.3, "de_lowest_kj_mol": 77.9}